w | 26
Properties=species:S:1:pos:R:3:lowdin_charge:R:1 method="wB97M-V/def2-TZVPD" total_charge=-1 homo_lumo_gap_ev=7.741 multiplicity=1
C -2.8488 -0.3720 1.8911 -0.097
C -1.0384 -0.8670 0.0176 -0.007
C 0.2570 0.9813 0.3159 -0.219
C -1.7179 -0.0902 0.9838 -0.213
C -0.8260 1.1002 1.1562 -0.163
C 1.3412 1.8750 0.3671 -0.037
C 1.2020 2.9850 1.1408 -0.146
C -0.8088 2.1183 2.1171 -0.066
C 0.1529 3.1336 2.1113 -0.118
N 0.1298 -0.2105 -0.3513 0.099
H 0.8126 -0.6106 -0.9513 0.059
H -1.2773 -1.7782 -0.5288 0.106
H 2.1191 1.8169 -0.3932 0.110
H -3.4429 0.5356 1.8569 0.066
H -2.5630 -0.7364 2.8808 0.073
H 1.9737 3.8016 1.1981 0.097
H -1.6557 2.1221 2.8039 0.093
H 0.0623 4.0060 2.8081 0.092
H -3.4998 -1.1636 1.4964 0.069
C 1.9297 -2.9665 -3.5147 -0.045
C 1.2393 -2.3115 -2.3524 -0.722
O -0.0193 -2.2110 -2.3660 -0.086
O 1.9345 -1.8664 -1.3649 -0.124
H 2.8237 -3.5875 -3.2719 0.077
H 2.5276 -2.2216 -4.0243 0.064
H 1.1925 -3.4828 -4.0266 0.036

x | 26
Properties=species:S:1:pos:R:3:lowdin_charge:R:1 method="wB97M-V/def2-TZVPD" total_charge=-1 homo_lumo_gap_ev=7.833 multiplicity=1
C 2.1660 -0.5586 -2.7916 -0.032
C 3.1519 -0.6286 -1.6195 -0.762
O 2.9159 -0.0317 -0.5513 -0.084
O 4.2734 -1.1221 -1.9425 -0.108
H 1.9426 -1.5711 -2.8457 0.035
H 2.9198 -0.4136 -3.6567 0.110
H 1.1627 -0.2828 -2.7194 0.007
C -1.0544 0.2456 3.7903 -0.106
C 0.5900 0.3592 1.8076 -0.032
C -0.8460 0.3684 0.0415 -0.125
C -0.7640 0.3892 2.3350 -0.212
C -1.6711 0.3152 1.2117 -0.166
C -1.3168 0.0303 -1.3581 0.029
C -2.6868 0.1458 -1.4743 -0.163
C -2.9696 0.2430 0.8801 -0.071
C -3.5518 0.1439 -0.4078 -0.126
N 0.4461 0.4028 0.4884 0.039
H 1.2788 0.4398 -0.1697 0.117
H 1.6100 0.5617 2.2197 0.143
H -0.6696 0.0186 -2.0730 0.004
H -1.7399 -0.4798 4.0890 0.023
H -1.6084 1.2056 4.1175 0.084
H -3.1344 0.2004 -2.5604 0.125
H -3.7786 0.2392 1.5672 0.085
H -4.6219 0.0138 -0.5824 0.091
H -0.2828 0.1594 4.6564 0.097

y | 26
Properties=species:S:1:pos:R:3:lowdin_charge:R:1 method="wB97M-V/def2-TZVPD" total_charge=-1 homo_lumo_gap_ev=7.094 multiplicity=1
C -1.5376 3.5362 0.0255 -0.063
C 0.6053 0.6336 0.7054 -0.216
C -0.5771 1.3655 0.8204 -0.162
C -0.3748 2.5865 0.1043 -0.252
C 0.8443 2.5919 -0.4665 -0.030
C 0.7381 -0.6775 1.1848 -0.019
C -0.3516 -1.2052 1.8475 -0.084
C -1.4570 -0.3752 2.1695 -0.114
C -1.6160 0.8709 1.6239 -0.047
N 1.5250 1.4220 0.0217 0.077
H 1.6440 -1.2475 1.0370 0.108
H -0.3400 -2.2583 2.0930 0.101
H 2.2440 0.9377 -0.4979 0.141
H -2.1763 -0.7792 2.8754 0.088
H 1.4805 3.2164 -1.0626 0.105
H -2.5177 1.4306 1.8394 0.098
H -1.3980 4.1258 -0.9013 0.072
H -1.4491 4.3522 0.7626 0.074
H -2.5639 3.1921 -0.0048 0.068
C -0.4863 -1.8078 -2.0969 -0.057
C 0.6930 -2.6665 -1.6275 -0.802
O 0.4832 -3.9032 -1.5478 -0.111
O 1.7721 -2.0256 -1.5027 -0.130
H -0.1174 -1.0711 -2.8023 0.051
H -0.9393 -1.3480 -1.2033 0.054
H -1.2620 -2.3973 -2.5858 0.050

Question: of the structures shown, which is the least stable? Reply: x.